Entry 1:
Computed, not measured: CF2O3S as an isolated structure at a distorted geometry, with wB97M-V/def2-TZVPD.

As for the net charge: 0. The value obtained for the gap between HOMO and LUMO is 13.12 eV. The calculation puts the LUMO energy at 0.30 eV. The value obtained for the largest force on an atom is 3.96 eV Å⁻¹. The calculation puts the total energy at -861.685649 hartree. The relative energy (zero: lowest compared OMol25 entry of this formula, charge and spin) is 53.75 kcal per mole.

Cartesian coordinates (Å):
C1 -1.249 -1.085 -0.390
O1 -2.347 -0.791 -0.324
O2 1.307 -0.597 -0.804
O3 0.541 -0.133 1.569
F1 -0.498 0.839 -0.545
F2 1.498 1.598 0.281
S1 0.749 0.170 0.213

Want to see where the charge sits? The Löwdin charges in e are: 0.00 0.12 -0.21 -0.18 -0.19 -0.15 0.61

=====

Entry 2:
Computed, not measured: CF3FeOS as an isolated structure at a distorted geometry, with wB97M-V/def2-TZVPD.

As for the net charge: +1. The value obtained for the gap between HOMO and LUMO (alpha / beta) is 7.36 / 7.15 eV. The calculation puts the LUMO energy (alpha / beta) at -6.73 / -6.93 eV. The value obtained for the largest force on an atom is 1.60 eV Å⁻¹. The calculation puts the total energy at -2074.457212 hartree. The relative energy (zero: lowest compared OMol25 entry of this formula, charge and spin) is 18.76 kcal per mole. The expectation value of S² is 6.01. Its multiplicity is 5.

Cartesian coordinates (Å):
Fe1 0.757 0.102 -2.042
S1 -1.350 -0.377 0.043
O1 -0.723 -0.783 -1.369
C1 0.106 0.134 0.882
F1 -0.085 0.906 1.908
F2 1.170 0.952 -0.337
F3 0.961 -0.814 1.154

Want to see where the charge sits? The Löwdin charges in e are: 1.23 1.06 -0.72 -0.66 0.20 -0.27 0.15

=====

Entry 3:
Computed, not measured: a 2-piece molecular cluster, CF3IO overall at a distorted geometry, with wB97M-V/def2-TZVPD.

As for the net charge: 0. The value obtained for the gap between HOMO and LUMO (alpha / beta) is 7.77 / 7.77 eV. The calculation puts the LUMO energy (alpha / beta) at -0.80 / -0.80 eV. The value obtained for the largest force on an atom is 5.21 eV Å⁻¹. The calculation puts the total energy at -710.493953 hartree. The relative energy (zero: lowest compared OMol25 entry of this formula, charge and spin) is 79.26 kcal per mole.

Cartesian coordinates (Å):
C1 0.787 -0.048 0.024
O1 -1.270 -0.776 -0.006
F1 0.359 1.173 0.153
F2 1.396 -0.573 1.017
F3 1.156 -0.482 -1.172
I1 -2.428 0.706 -0.016

Want to see where the charge sits? The Löwdin charges in e are: -0.46 -0.97 0.09 0.27 0.21 0.87

=====

> What is the relative energy (zero: lowest compared OMol25 entry of this formula, charge and spin) in the first record?

53.75 kcal per mole

=====

> What is the formula in the third record?

CF3IO